The molecule C5H11NO in a non-equilibrium geometry, computed with wB97M-V/def2-TZVPD.

Structure (XYZ):
```
18
Properties=species:S:1:pos:R:3:forces:R:3
O -1.030453 -2.670202 0.598071 -0.2 0.1 0.5
C 0.040145 -2.115323 0.594478 -1.1 -0.6 -1.4
C 0.401015 -1.156996 -0.528324 1.3 0.9 0.9
C -0.556006 -0.009250 -0.862474 -1.4 -0.8 0.2
C -0.709131 1.010501 0.274738 -0.5 -0.6 0.0
C 0.544390 1.805893 0.564500 -0.7 1.3 0.2
N 1.154832 2.485460 -0.624101 0.3 -0.4 1.1
H 0.802201 -2.458678 1.310181 0.3 0.4 0.1
H 1.280560 -0.641365 -0.161688 0.7 0.0 -0.1
H 0.744410 -1.769161 -1.375925 -0.4 0.2 0.1
H -1.549594 -0.442568 -1.064146 0.2 0.2 -0.1
H -0.244411 0.523787 -1.762099 0.2 -0.2 0.0
H -1.042160 0.554183 1.210176 0.3 -0.5 0.0
H -1.604267 1.646566 0.093053 0.8 0.1 -0.4
H 1.286820 1.323954 1.235252 -0.2 -0.2 -1.0
H 0.180177 2.622580 1.181420 -0.1 0.1 0.6
H 0.433157 2.811292 -1.258767 -0.2 -0.2 0.1
H 1.480395 3.324827 -0.150751 0.5 0.2 -0.8
```
Forces are in eV/Å.

As for the relative energy (zero: lowest compared OMol25 entry of this formula, charge and spin): 40.03 kcal per mole. The value obtained for the LUMO energy is 0.906 eV. As for the SMILES: NCCCCC=O. The HOMO-LUMO gap is 10.49 eV. The HOMO energy is -9.5806 eV.

Atom charges from the Mulliken analysis, given in e for atoms 1 to 4: -0.468 -0.076 -0.531 -0.598

***

An isolated ion of composition C6H8N3OS and charge +1 in a non-equilibrium geometry, computed with wB97M-V/def2-TZVPD.

Structure (XYZ):
```
19
Properties=species:S:1:pos:R:3:forces:R:3
C 0.754923 1.599358 0.770244 -0.9 -0.2 -0.2
C -0.334328 0.801613 1.020023 1.3 1.2 -1.0
C 1.902155 1.385894 -0.123204 -1.1 1.1 2.2
C 2.027972 0.563104 -1.110651 -1.0 -1.6 -1.4
C -0.572776 -0.503999 0.408165 -0.6 0.7 -0.3
C 0.263503 -1.569219 0.807667 0.3 -0.7 -3.0
N 0.116533 -2.799275 0.266404 -1.0 3.5 1.1
N -1.645873 -0.671614 -0.396909 1.0 -0.6 2.0
N 2.005414 -0.355840 -1.876865 1.1 -0.7 -1.1
O -2.957895 1.681109 -0.401837 1.2 -0.5 0.0
S -2.932602 0.076905 -0.729127 -0.6 0.0 -1.0
H 0.819014 2.608806 1.220143 -0.4 -0.8 0.0
H -1.228394 1.210789 1.441820 -0.1 0.5 0.7
H 2.657798 2.092707 0.062150 1.3 0.5 0.0
H -0.797828 -2.843259 -0.170929 0.2 -1.0 -0.2
H 0.577314 -3.566914 0.664420 0.6 -1.3 0.3
H 1.185477 -1.210292 1.261587 -0.2 -0.8 0.7
H 2.015532 -0.451731 -2.909405 -0.4 0.5 1.2
H -3.855944 1.951863 -0.203703 -0.6 0.1 0.2
```
Forces are in eV/Å.

As for the relative energy (zero: lowest compared OMol25 entry of this formula, charge and spin): 67.58 kcal per mole. The total charge is +1. The value obtained for the LUMO energy (spin up / spin down) is -5.572 / -5.641 eV. The HOMO-LUMO gap (spin up / spin down) is 5.92 / 5.88 eV. The HOMO energy (spin up / spin down) is -11.4891 / -11.5166 eV.

Atom charges from the Mulliken analysis, given in e for atoms 1 to 4: -0.081 -0.753 -0.921 0.545

***

C24H36Ru as an isolated structure in a non-equilibrium geometry, computed with wB97M-V/def2-TZVPD.

Structure (XYZ):
```
61
Properties=species:S:1:pos:R:3:forces:R:3
Ru -0.551419 0.391514 -0.583442 -1.2 1.8 0.4
C 0.625222 1.095175 -2.242181 0.2 -0.2 -0.1
C 0.930803 -0.290358 -1.991327 0.2 -0.2 0.2
C -0.321180 -1.029885 -2.208152 0.0 -0.2 0.1
C -1.311589 -0.034294 -2.530764 0.2 -0.4 -0.1
C -0.711354 1.243876 -2.679637 0.2 0.0 0.1
C -1.380892 2.531850 -3.055335 0.0 0.0 0.1
C -2.899500 2.370485 -3.127373 0.0 0.0 0.0
C -1.007253 3.637640 -2.056805 0.0 0.0 -0.1
C -0.825337 2.894710 -4.449796 0.0 0.0 0.0
C -0.671604 -2.518777 -2.317505 -0.1 0.0 0.0
C 0.207481 -3.158260 -3.405826 0.0 0.1 0.0
C -0.567857 -3.281963 -0.993142 0.0 0.0 0.0
C -2.126613 -2.667103 -2.794093 0.0 0.0 0.0
C 2.384872 -0.687667 -1.755075 0.0 0.0 0.0
C 2.612005 -1.986550 -0.980938 0.0 0.0 -0.1
C 3.030380 -0.791025 -3.153388 0.0 0.0 0.1
C 3.101230 0.435317 -0.983322 0.0 0.0 0.0
H 1.336416 1.897372 -2.136113 0.0 0.0 0.0
H -2.349003 -0.259651 -2.708184 0.0 0.1 0.0
H -3.325562 2.091648 -2.159172 0.0 0.0 0.0
H -3.188990 1.621902 -3.865999 0.0 0.0 0.0
H -3.352738 3.314641 -3.425749 0.0 0.0 0.0
H -1.308980 3.376203 -1.039820 0.0 0.0 0.0
H -1.530773 4.553885 -2.329287 0.0 0.0 0.0
H 0.061047 3.855709 -2.063936 0.0 0.0 0.0
H -1.067377 2.127154 -5.185454 0.0 0.0 0.0
H 0.256084 3.033055 -4.428485 0.0 0.0 0.0
H -1.283263 3.830113 -4.771442 0.0 0.0 0.0
H 1.259591 -3.190038 -3.148259 0.1 0.0 0.0
H 0.099117 -2.628713 -4.354281 0.0 0.0 0.0
H -0.121991 -4.185460 -3.561048 0.0 0.0 0.0
H 0.431041 -3.286551 -0.567287 0.0 0.0 0.0
H -0.857525 -4.318185 -1.167929 0.0 0.0 0.0
H -1.272900 -2.873945 -0.266091 0.0 0.0 0.0
H -2.298156 -2.172252 -3.750992 0.0 0.0 0.0
H -2.845475 -2.294136 -2.060061 0.0 0.0 0.0
H -2.337075 -3.725830 -2.935640 0.0 0.0 0.0
H 2.230196 -2.863997 -1.489313 0.0 0.0 0.0
H 2.183572 -1.947766 0.019504 0.0 0.0 0.0
H 3.686042 -2.130729 -0.867508 0.0 0.0 0.0
H 2.601059 -1.593460 -3.749184 0.0 0.0 0.0
H 4.095972 -0.988345 -3.034660 0.0 0.0 0.0
H 2.922653 0.144088 -3.706060 0.0 0.0 0.0
H 2.569388 0.693407 -0.062533 0.0 0.0 0.0
H 3.235547 1.338067 -1.578495 0.0 0.0 0.0
H 4.096612 0.093995 -0.704267 0.0 0.0 0.0
C 0.130327 -0.767558 1.223914 0.1 0.1 -0.4
C -0.800949 0.266550 1.520661 0.2 -0.6 0.2
C -0.329652 1.596190 1.756702 0.2 -0.1 -0.2
C -1.213007 2.653686 1.691157 0.0 0.1 -0.1
C -2.550892 2.428760 1.339401 0.0 0.0 0.0
C -3.034796 1.139097 1.098671 0.1 0.0 -0.2
C -2.180293 0.052019 1.182642 0.2 -0.4 0.1
H -0.192063 -1.797092 1.186693 0.0 0.0 0.0
H 1.175702 -0.599127 1.448758 0.0 0.0 0.0
H 0.712586 1.748155 2.006700 0.0 0.0 0.1
H -0.874046 3.660299 1.898676 0.0 0.0 0.0
H -3.232439 3.268183 1.281771 0.0 0.0 0.0
H -4.078874 0.993095 0.853575 0.0 0.0 0.0
H -2.541129 -0.960119 1.051822 -0.1 0.0 0.1
```
Forces are in eV/Å.

The total charge is +2. The value obtained for the LUMO energy (spin up / spin down) is -9.405 / -9.415 eV. The HOMO-LUMO gap (spin up / spin down) is 7.06 / 7.06 eV. The HOMO energy (spin up / spin down) is -16.4668 / -16.4748 eV.

Atom charges from the Mulliken analysis, given in e for atoms 1 to 4: 0.931 -0.871 -0.220 0.457

***

The molecule C2H2BrFO in a non-equilibrium geometry, computed with wB97M-V/def2-TZVPD.

Structure (XYZ):
```
7
Properties=species:S:1:pos:R:3:forces:R:3
C 0.060154 -1.611590 -1.024930 -1.2 2.3 0.3
C -0.012097 1.834997 0.753304 -1.4 0.5 0.1
O -0.582323 -2.320072 -1.662979 -0.5 -0.9 -1.3
F -0.849159 1.511639 1.780666 0.7 0.0 -0.4
Br -0.248320 0.533441 -0.769975 -0.2 -0.4 -1.0
H 0.626318 -1.722650 -0.167215 1.9 -1.1 1.7
H 1.005428 1.774235 1.091130 0.8 -0.4 0.5
```
Forces are in eV/Å.

As for the relative energy (zero: lowest compared OMol25 entry of this formula, charge and spin): 88.67 kcal per mole. The value obtained for the LUMO energy (spin up / spin down) is -0.680 / -0.783 eV. The HOMO-LUMO gap (spin up / spin down) is 7.49 / 7.02 eV. The HOMO energy (spin up / spin down) is -8.1729 / -7.7980 eV.

Atom charges from the Mulliken analysis, given in e for atoms 1 to 4: 0.105 -0.209 -0.282 -0.167

***

The molecule C2H4OSi in a non-equilibrium geometry, computed with wB97M-V/def2-TZVPD.

Structure (XYZ):
```
8
Properties=species:S:1:pos:R:3:forces:R:3
C 2.353962 0.268804 -0.003877 -0.6 -0.3 0.0
C 1.246603 -0.186147 0.004027 0.5 0.5 0.0
O 0.062820 -0.678168 -0.000204 0.9 -0.8 0.0
Si -1.459198 -0.093524 -0.001246 -0.6 0.2 0.0
H 3.340457 0.614614 0.005681 0.6 0.3 0.0
H -2.170943 -1.362534 -0.003770 -0.5 0.0 0.0
H -1.685262 0.720260 -1.195873 -0.1 0.1 -0.2
H -1.688441 0.716698 1.195265 -0.1 0.1 0.2
```
Forces are in eV/Å.

As for the relative energy (zero: lowest compared OMol25 entry of this formula, charge and spin): 7.17 kcal per mole. The value obtained for the LUMO energy is 0.833 eV. As for the SMILES: C#CO[SiH3]. The HOMO-LUMO gap is 10.43 eV. The HOMO energy is -9.5974 eV.

Atom charges from the Mulliken analysis, given in e for atoms 1 to 4: -0.227 0.054 -0.323 0.347

***

C34H42InN4P2Si2 as an isolated structure, computed with wB97M-V/def2-TZVPD.

Structure (XYZ):
```
85
Properties=species:S:1:pos:R:3:forces:R:3
In -0.785437 -0.424875 0.126293 -0.3 -0.1 0.0
C 2.391282 -4.263810 1.185688 0.0 0.0 0.0
Si 0.658482 -3.577497 1.234415 0.0 0.0 0.1
C -0.256551 -4.137165 -0.309016 0.0 0.0 0.0
C -0.205644 -4.295093 2.756631 0.0 0.0 0.0
N 0.508694 -1.851930 1.236077 0.3 0.2 -0.2
P 1.403672 -0.576171 1.811106 -0.2 0.1 -0.1
C 0.645496 0.796603 1.173985 -0.1 0.0 0.1
P -0.534909 2.014396 1.252216 0.1 -0.1 -0.1
N -1.530733 1.648324 -0.018128 0.3 0.0 0.0
Si -2.691159 2.562792 -0.948446 -0.1 -0.1 0.0
C -4.220692 1.497582 -1.148208 0.0 0.0 0.0
C -2.007338 2.917909 -2.649312 0.0 0.0 0.0
C -3.167836 4.153207 -0.094690 0.0 0.0 0.0
C 0.102884 3.692935 1.202121 0.0 0.0 0.0
C 0.371724 4.421673 2.357799 0.0 0.0 0.0
C 0.945280 5.681706 2.262539 0.0 0.0 0.0
C 1.260812 6.210003 1.019738 0.0 0.0 0.0
C 1.019848 5.473886 -0.132925 0.0 0.0 0.0
C 0.447408 4.215995 -0.042341 0.0 0.0 0.0
C -1.666333 1.830620 2.670817 0.0 0.0 -0.1
C -2.348648 2.786956 3.304382 0.0 0.0 0.0
C -3.459523 2.465999 4.219952 0.0 -0.1 0.0
C -3.786644 1.217606 4.553590 0.0 0.0 0.0
C -3.012472 0.038177 4.046884 0.0 0.0 0.0
C -2.082977 0.400428 2.861083 0.0 0.0 0.0
C 1.491539 -0.651997 3.614142 0.0 -0.1 0.0
C 0.994131 0.386476 4.393964 0.0 0.0 0.0
C 1.013727 0.289571 5.779540 0.0 0.0 0.0
C 1.535356 -0.841728 6.387790 0.0 0.0 0.0
C 2.047162 -1.877409 5.614430 0.0 0.0 0.0
C 2.026166 -1.782883 4.232854 0.0 0.1 0.0
C 3.106037 -0.705154 1.227266 0.0 0.0 0.1
C 3.340073 -1.129634 -0.078588 0.0 0.0 0.0
C 4.628559 -1.153377 -0.585547 0.0 0.0 0.0
C 5.693051 -0.751114 0.210793 0.0 0.0 0.0
C 5.465950 -0.320971 1.509345 0.0 0.0 0.0
C 4.175105 -0.294936 2.018035 0.0 0.0 0.0
H 2.336003 -5.316509 0.894957 0.0 0.0 0.0
H 2.867621 -4.232339 2.167323 0.0 0.0 0.0
H 3.042397 -3.751857 0.478142 0.0 0.0 0.0
H -0.456472 -5.210566 -0.282101 0.0 0.0 0.0
H 0.353498 -3.943197 -1.195042 0.0 0.0 0.0
H -1.216520 -3.630551 -0.470963 0.0 0.0 0.0
H 0.392575 -5.099981 3.188609 0.0 0.0 0.0
H -1.185244 -4.734816 2.539643 0.0 0.0 0.0
H -0.330249 -3.531211 3.528118 0.0 0.0 0.0
H -3.975694 0.447916 -1.330359 0.0 0.0 0.0
H -4.807922 1.851989 -1.998286 0.0 0.0 0.0
H -4.868884 1.544927 -0.270216 0.0 0.0 0.0
H -1.675952 2.000408 -3.141577 0.0 0.0 0.0
H -1.160676 3.605092 -2.616619 0.0 0.0 0.0
H -2.773712 3.373235 -3.280888 0.0 0.0 0.0
H -3.521343 3.959869 0.920833 0.0 0.0 0.0
H -3.985074 4.629237 -0.641968 0.0 0.0 0.0
H -2.342945 4.865394 -0.040588 0.0 0.0 0.0
H 0.149175 4.005889 3.332574 0.0 0.0 0.0
H 1.149360 6.248805 3.160992 0.0 0.0 0.0
H 1.704974 7.193983 0.949367 0.0 0.0 0.0
H 1.282936 5.878948 -1.101042 0.0 0.0 0.0
H 0.270876 3.629403 -0.934918 0.0 0.0 0.0
H -2.132656 3.833530 3.129619 0.0 0.0 0.0
H -4.018305 3.294700 4.635273 0.0 0.0 0.0
H -4.595808 1.030337 5.250080 0.0 0.0 0.0
H -2.528124 -0.476677 4.881860 0.0 0.0 0.0
H -1.213849 -0.262822 2.873361 0.0 0.0 0.0
H 0.600228 1.276616 3.917237 0.0 0.0 0.0
H 0.629964 1.102681 6.381895 0.0 0.0 0.0
H 1.554593 -0.915771 7.467080 0.0 0.0 0.0
H 2.466394 -2.754356 6.089691 0.0 0.0 0.0
H 2.438515 -2.583468 3.631309 0.0 0.0 0.0
H 2.508243 -1.444200 -0.698646 0.0 0.0 0.0
H 4.805298 -1.485807 -1.600009 0.0 0.0 0.0
H 6.700561 -0.771899 -0.182891 0.0 0.0 0.0
H 6.294696 -0.004953 2.128736 0.0 0.0 0.0
H 4.004021 0.044622 3.032168 0.0 0.0 0.0
N -2.636558 -2.290325 1.710141 0.0 0.0 0.1
C -3.204709 -2.246746 2.863172 -0.1 0.1 0.0
C -3.802098 -0.888174 3.079300 0.0 -0.1 0.0
C -3.151310 -0.158370 1.871070 -0.1 0.0 0.1
N -2.685502 -1.181960 0.918953 0.0 0.1 0.0
H -2.179076 -3.121038 1.344111 0.0 0.0 0.0
H -3.248746 -3.127824 3.485721 0.0 0.0 0.0
H -4.887991 -0.933179 3.191912 0.0 0.0 0.0
H -3.736320 0.609159 1.380481 0.0 0.0 0.0
```
Forces are in eV/Å.

As for the relative energy (zero: lowest compared OMol25 entry of this formula, charge and spin): 33.90 kcal per mole. The total charge is +1. The value obtained for the LUMO energy is -3.815 eV. The HOMO-LUMO gap is 6.58 eV. The HOMO energy is -10.3935 eV.

Atom charges from the Mulliken analysis, given in e for atoms 1 to 4: 0.844 -1.270 -0.026 -1.192

***

The molecule C4H9O6PS in a non-equilibrium geometry, computed with wB97M-V/def2-TZVPD.

Structure (XYZ):
```
21
Properties=species:S:1:pos:R:3:forces:R:3
O -3.335005 -0.482628 -0.011935 4.7 3.4 -1.9
P -2.167353 0.482985 -0.559936 -5.5 -2.1 1.3
O -2.509836 0.865640 -2.259795 1.2 -1.9 2.9
O -2.213914 1.977032 0.333232 0.4 -2.5 -1.4
C -0.445272 -0.380233 -0.573726 1.0 0.5 -0.5
C 0.677675 0.811612 -0.650345 0.7 0.6 -0.7
C 2.148229 0.423906 -0.036958 0.0 1.7 -1.0
S 2.041482 -0.587684 1.554274 5.3 -0.6 3.7
O 2.939286 -1.831213 1.345719 -4.0 3.7 0.2
O 2.559659 0.273279 2.748306 -2.9 -2.8 -4.5
O 0.395109 -0.930481 1.853481 2.0 0.4 -2.3
C -0.226595 -1.468213 0.632492 -1.6 -1.6 -0.8
H -2.581791 -0.060413 -2.677008 0.0 1.9 0.9
H -2.701547 1.894121 1.204530 0.6 -0.5 -1.6
H -0.402956 -0.982875 -1.600450 -0.3 1.3 2.3
H 0.850486 1.071860 -1.801165 -0.4 -0.5 2.6
H 0.349770 1.826212 -0.132731 0.4 -2.4 -1.0
H 2.894426 -0.040759 -0.840483 -1.9 0.4 2.1
H 2.656932 1.456377 0.280025 -1.1 -2.5 -0.3
H 0.364848 -2.425261 0.235438 -1.0 2.3 0.8
H -1.293633 -1.893264 0.957036 2.3 1.2 -0.6
```
Forces are in eV/Å.

As for the relative energy (zero: lowest compared OMol25 entry of this formula, charge and spin): 94.92 kcal per mole. The value obtained for the LUMO energy is -0.215 eV. As for the SMILES: O=P(O)(O)[C@H]1CCS(=O)(=O)OC1. The HOMO-LUMO gap is 10.60 eV. The HOMO energy is -10.8116 eV.

Atom charges from the Mulliken analysis, given in e for atoms 1 to 4: -0.687 0.887 -0.542 -0.556

***

An isolated ion of composition C5H12NO and charge -1 in a non-equilibrium geometry, computed with wB97M-V/def2-TZVPD.

Structure (XYZ):
```
19
Properties=species:S:1:pos:R:3:forces:R:3
C -1.322026 0.674763 1.880625 0.4 1.4 -0.5
N 0.072657 0.478256 1.500558 0.3 1.4 -1.3
C 0.102749 0.103385 0.024868 -2.2 1.0 1.7
C 1.246966 -0.755649 -0.357197 1.2 2.4 -0.7
C 0.601648 -1.596161 -1.646618 -0.4 -0.7 3.6
O -0.385270 -1.067187 -2.268496 -0.9 0.4 -0.9
C -0.128100 1.398853 -0.768822 1.1 0.0 0.5
H -1.470098 0.866219 2.994881 0.2 0.0 -1.4
H -1.660060 1.609117 1.196885 0.1 -2.4 1.9
H -1.702291 -0.308445 1.598737 -1.7 0.4 0.1
H 0.482061 -0.250680 2.024124 0.4 -1.0 0.6
H -0.792084 -0.516385 -0.250821 0.4 0.3 0.6
H 1.473322 -1.418347 0.416852 -0.2 -1.6 1.4
H 2.275724 -0.169054 -0.260991 -1.6 -0.5 -1.4
H 0.262863 -2.557089 -0.878859 0.8 1.0 -1.9
H 1.468360 -1.735549 -2.204362 1.8 -1.5 -1.5
H 0.759145 2.001847 -0.648889 0.5 0.4 -0.3
H -0.329213 1.178395 -1.774269 0.4 -0.7 -1.6
H -0.956353 2.063712 -0.578205 -0.6 -0.1 1.1
```
Forces are in eV/Å.

As for the relative energy (zero: lowest compared OMol25 entry of this formula, charge and spin): 59.89 kcal per mole. The total charge is -1. The value obtained for the LUMO energy is 4.045 eV. As for the SMILES: CN[C@@H](C)CC[O-]. The HOMO-LUMO gap is 6.66 eV. The HOMO energy is -2.6164 eV.

Atom charges from the Mulliken analysis, given in e for atoms 1 to 4: -0.728 -0.545 0.812 -1.106